Entry 1:
Here is a 4-piece molecular cluster, C20H38F2O12S3Si overall in a non-equilibrium geometry from the OMol25 dataset. Energies are from ωB97M-V/def2-TZVPD.

Cartesian coordinates (Å):
C1 2.681 0.093 0.938
C2 1.391 0.131 0.626
C3 -0.101 0.178 -0.036
Si1 -0.137 -1.094 -1.522
C4 1.730 -1.566 -1.808
C5 1.966 -2.484 -3.119
C6 3.475 -2.244 -3.649
C7 4.587 -2.054 -2.491
C8 5.116 -0.499 -2.379
C9 -0.725 -0.277 -3.160
C10 -1.833 0.885 -2.980
C11 -1.023 2.309 -3.065
F1 -2.645 0.762 -1.779
C12 -1.207 -2.573 -0.926
F2 -2.202 -2.149 0.090
C13 -2.013 -3.351 -2.094
C14 -3.572 -3.628 -1.646
H1 3.744 -0.359 1.049
H2 -0.195 1.228 -0.492
H3 -0.870 -0.068 0.780
H4 2.185 -2.090 -0.890
H5 2.280 -0.569 -1.985
H6 1.253 -2.191 -3.998
H7 1.725 -3.607 -2.910
H8 3.790 -3.144 -4.319
H9 3.470 -1.261 -4.276
H10 4.304 -2.489 -1.466
H11 5.528 -2.652 -2.841
H12 4.369 0.222 -2.915
H13 5.154 -0.149 -1.285
H14 6.159 -0.435 -2.893
H15 0.218 0.219 -3.635
H16 -1.121 -1.013 -3.953
H17 -2.566 0.854 -3.886
H18 -0.074 2.302 -2.415
H19 -1.755 3.139 -2.752
H20 -0.663 2.421 -4.170
H21 -0.564 -3.382 -0.382
H22 -1.583 -4.404 -2.338
H23 -2.082 -2.782 -3.091
H24 -3.654 -4.102 -0.599
H25 -4.060 -4.366 -2.401
H26 -4.090 -2.597 -1.692
O1 1.531 3.243 1.652
S1 1.782 2.908 3.026
O2 3.015 2.331 3.477
O3 0.552 1.987 3.555
C15 -0.072 2.618 4.672
C16 0.150 4.110 4.470
O4 1.467 4.221 3.935
H27 0.422 2.265 5.582
H28 -1.132 2.360 4.712
H29 0.063 4.673 5.400
H30 -0.550 4.516 3.733
O5 -8.929 0.818 -3.252
S2 -8.200 1.514 -2.230
O6 -8.827 2.061 -1.063
O7 -7.319 2.680 -2.941
C17 -5.937 2.480 -2.646
C18 -5.780 0.979 -2.442
O8 -6.964 0.572 -1.756
H31 -5.700 3.029 -1.730
H32 -5.315 2.852 -3.463
H33 -4.892 0.729 -1.861
H34 -5.747 0.452 -3.401
O9 4.700 1.570 5.343
S3 3.611 0.637 5.373
O10 2.535 0.651 4.426
O11 2.976 0.645 6.870
C19 3.044 -0.668 7.425
C20 4.250 -1.323 6.767
O12 4.229 -0.867 5.415
H35 2.120 -1.195 7.169
H36 3.143 -0.618 8.511
H37 4.205 -2.413 6.806
H38 5.184 -0.982 7.224

Forces on atoms 1 to 6 (eV/Å):
-6.6486 -1.1387 -2.0761
5.8787 -0.3561 0.6590
2.1832 0.5990 1.0531
1.2739 0.3292 0.7931
-0.0562 -0.6982 -0.8471
0.0542 0.1565 -0.3155

SMILES = C#CC[Si@](CCCCC)(C[C@H](C)F)[C@@H](F)CC.O=S1(=O)OCCO1.O=S1(=O)OCCO1.O=S1(=O)OCCO1
E_LUMO = 0.015 Ha
DFT total energy = -91734.2796 eV
strongest force on any atom = 7.06 eV/A


Entry 2:
Here is a 2-piece molecular cluster, C20H38FINO2S overall in a non-equilibrium geometry from the OMol25 dataset. Energies are from ωB97M-V/def2-TZVPD.

Cartesian coordinates (Å):
C1 4.410 1.147 2.670
C2 4.397 2.587 1.885
S1 2.699 3.319 1.593
C3 1.362 2.330 2.534
C4 -0.047 2.649 1.759
O1 -0.091 1.749 0.561
C5 -1.374 2.123 -0.107
O2 -1.625 2.318 -1.423
C6 -2.415 2.305 1.160
C7 -3.879 1.575 1.120
I1 -3.990 -0.055 -0.401
C8 -4.365 0.894 2.529
C9 -4.660 1.957 3.748
C10 -1.484 2.244 2.506
C11 -1.670 3.567 3.509
F1 -1.275 0.964 3.220
H1 5.534 0.930 2.961
H2 3.802 1.212 3.675
H3 4.078 0.252 1.975
H4 4.994 3.380 2.547
H5 4.959 2.423 0.845
H6 1.344 2.742 3.640
H7 1.620 1.166 2.485
H8 -0.085 3.766 1.399
H9 -2.680 3.468 1.106
H10 -4.660 2.405 0.775
H11 -5.411 0.366 2.299
H12 -3.648 0.018 2.864
H13 -3.730 1.882 4.484
H14 -5.619 1.693 4.375
H15 -4.702 3.080 3.356
H16 -0.718 4.252 3.520
H17 -1.895 3.251 4.628
H18 -2.599 4.241 3.185
C12 1.909 0.223 -0.753
C13 2.607 -0.368 -1.971
C14 1.679 -0.760 -3.130
C15 0.415 -1.560 -2.781
N1 0.607 -3.086 -2.648
C16 -0.676 -3.689 -2.023
C17 -1.542 -4.020 -3.216
C18 -0.547 -4.601 -4.195
C19 0.710 -3.755 -4.042
C20 1.797 -3.465 -1.787
H19 1.240 -0.499 -0.276
H20 2.650 0.515 -0.003
H21 1.330 1.111 -1.024
H22 3.214 -1.218 -1.648
H23 3.323 0.373 -2.348
H24 2.262 -1.274 -3.904
H25 1.337 0.179 -3.586
H26 -0.327 -1.416 -3.576
H27 -0.041 -1.201 -1.854
H28 -0.395 -4.601 -1.482
H29 -1.123 -2.976 -1.326
H30 -2.009 -3.117 -3.623
H31 -2.337 -4.727 -2.961
H32 -0.924 -4.592 -5.222
H33 -0.327 -5.643 -3.933
H34 0.769 -2.971 -4.803
H35 1.616 -4.368 -4.083
H36 1.711 -2.949 -0.829
H37 2.713 -3.196 -2.319
H38 1.789 -4.550 -1.634

Forces on atoms 1 to 6 (eV/Å):
0.8243 0.2294 0.0925
1.4219 -0.8847 0.7926
-0.3063 -0.7337 0.1566
-0.1948 -0.4766 0.3135
-0.0136 -1.3407 0.1121
-2.6827 2.5296 -1.6616

charge = +1
E_LUMO = -0.081 Ha
DFT total energy = -48582.7195 eV
strongest force on any atom = 9.60 eV/A